Computed, not measured: 2 unconnected molecules or ions with the total composition C9H20IN at a distorted geometry, with the ωB97M-V functional and the def2-TZVPD basis.

Highest occupied orbital energy (spin up / spin down): -13.30 / -12.95 eV
Calculated total energy: -707.081831 Ha
Molar mass: 269.170 g mol⁻¹
Spin multiplicity: 2
Charge: +1

Atoms and positions in Å:
I1 -1.377 6.802 24.351
N1 1.752 4.827 27.629
C1 2.162 2.953 24.174
C2 1.870 3.208 25.661
C3 0.965 6.851 28.943
C4 2.277 4.606 26.200
C5 2.246 3.698 28.644
C6 2.166 6.227 28.120
C7 -0.101 5.787 28.851
C8 1.593 1.678 23.587
C9 0.212 4.987 27.619
H1 1.185 7.136 29.972
H2 -0.190 3.975 27.658
H3 2.380 6.853 27.253
H4 -1.134 6.129 28.789
H5 3.350 4.794 26.236
H6 3.245 3.076 24.143
H7 1.560 2.877 28.435
H8 3.306 3.484 28.510
H9 -0.110 5.096 29.693
H10 1.986 4.015 29.654
H11 0.560 7.699 28.391
H12 -0.141 5.381 26.667
H13 2.035 0.894 24.202
H14 2.068 2.306 26.240
H15 3.070 6.073 28.710
H16 1.910 5.312 25.455
H17 0.784 3.285 25.715
H18 1.816 3.818 23.610
H19 1.908 1.554 22.551
H20 0.505 1.614 23.598

Here are the Mulliken charges for atoms 1 to 4, given in e: I 0.0238; N 0.2959; C -0.5427; C -0.3981